No. 1
{"formula": "C32H41CaN7O5S", "method": "wB97M-V/def2-TZVPD", "largest_force_ev_per_a": 6.22, "total_energy_ev": -83784.4044, "charge": -2, "homo_ev": [1.7324, 1.7331], "e_lumo_ha": [0.13949, 0.13949], "relative_energy_kcal_mol": 100.6, "symbols": ["Ca", "C", "O", "C", "C", "C", "C", "C", "C", "O", "C", "O", "C", "H", "H", "H", "H", "H", "H", "H", "H", "H", "N", "C", "C", "C", "C", "C", "C", "S", "N", "C", "C", "C", "C", "C", "C", "N", "H", "H", "H", "H", "H", "H", "H", "H", "H", "C", "C", "N", "O", "C", "C", "N", "O", "H", "H", "H", "H", "H", "H", "H", "C", "H", "H", "C", "C", "N", "C", "C", "C", "C", "N", "H", "H", "H", "H", "H", "H", "H", "H", "H", "H", "H", "H", "H", "H"], "positions_angstrom": [[-0.250, -1.287, -0.139], [4.581, 1.268, 4.841], [4.234, -0.146, 4.953], [3.172, -0.753, 4.269], [2.752, -1.958, 4.781], [1.614, -2.567, 4.273], [0.822, -1.998, 3.277], [-0.405, -2.704, 2.827], [-1.095, -3.548, 3.895], [-0.757, -2.629, 1.624], [1.345, -0.774, 2.600], [0.695, -0.188, 1.670], [2.541, -0.216, 3.143], [4.876, 1.465, 3.818], [5.455, 1.405, 5.394], [3.772, 2.015, 5.204], [3.236, -2.297, 5.695], [1.238, -3.495, 4.720], [-0.774, -3.238, 4.940], [-0.934, -4.600, 3.700], [-2.193, -3.458, 3.747], [2.978, 0.660, 2.743], [-4.549, -0.985, -1.140], [-5.424, -0.049, -0.463], [-6.859, -0.091, -0.693], [-7.643, 0.887, -0.109], [-7.069, 1.687, 0.897], [-5.723, 1.636, 1.165], [-4.860, 0.857, 0.394], [-3.181, 0.646, 1.000], [-2.409, -0.096, -0.450], [-3.182, -0.846, -1.196], [-2.580, -1.790, -2.166], [-3.292, -2.880, -2.750], [-2.665, -3.620, -3.767], [-1.417, -3.230, -4.209], [-0.750, -2.189, -3.571], [-1.284, -1.465, -2.496], [-4.998, -1.515, -1.875], [-7.204, -0.839, -1.436], [-8.675, 0.823, -0.380], [-7.628, 2.468, 1.408], [-5.301, 2.111, 2.051], [-4.294, -3.204, -2.427], [-3.177, -4.448, -4.187], [-0.905, -3.623, -5.103], [0.215, -1.919, -3.959], [3.815, -2.036, -2.397], [2.638, -2.425, -1.555], [1.694, -1.527, -1.329], [1.928, -0.330, -1.805], [2.471, -3.744, -1.083], [3.234, -4.938, -1.623], [1.487, -3.997, -0.200], [1.568, -5.016, 0.534], [3.636, -2.206, -3.474], [4.705, -2.582, -2.200], [4.105, -0.994, -2.299], [1.428, 0.630, -0.971], [2.817, -5.350, -2.555], [3.198, -5.696, -0.832], [4.303, -4.642, -1.869], [-2.421, 2.192, 0.660], [-2.253, 2.369, -0.415], [-2.524, 3.010, 1.379], [3.032, 4.295, 0.637], [1.482, 4.240, 0.460], [1.129, 3.905, -0.902], [0.706, 5.061, -1.784], [1.898, 5.725, -2.421], [0.889, 2.655, -1.280], [0.456, 2.299, -2.669], [1.148, 1.638, -0.468], [3.265, 4.489, 1.692], [3.390, 5.221, 0.109], [3.514, 3.408, 0.225], [0.993, 5.187, 0.726], [1.140, 3.463, 1.127], [0.156, 5.795, -1.153], [-0.013, 4.704, -2.501], [2.411, 6.434, -1.766], [1.669, 6.290, -3.320], [2.566, 4.962, -2.723], [-0.422, 2.863, -2.879], [0.253, 1.208, -2.680], [1.280, 2.515, -3.441], [1.183, 1.643, 0.540]], "forces_ev_per_a": [[-0.583, -0.072, -0.502], [-2.693, -0.757, -0.963], [-0.001, 0.751, 0.176], [-0.152, 1.297, -0.948], [-0.083, -0.721, 1.026], [-0.568, 0.145, 0.395], [0.790, 0.724, -0.858], [1.296, 0.626, -1.739], [-0.937, 0.660, 0.100], [-0.487, -0.640, 3.085], [-0.951, -0.764, 0.591], [0.589, -0.103, 0.052], [0.348, -0.658, 1.327], [-0.312, 0.361, -0.425], [1.263, -0.010, 1.295], [1.041, -1.452, -0.673], [-0.029, -0.291, -0.250], [0.478, 0.344, -0.061], [-0.627, -0.520, -1.458], [0.495, -0.294, 0.065], [0.585, 0.296, 0.279], [-0.015, 0.907, -0.677], [-3.612, 2.182, 1.822], [0.566, -3.129, -2.655], [1.602, 0.329, -0.529], [0.951, -1.620, -0.098], [-0.771, 1.160, 0.056], [0.798, -0.412, -0.135], [-0.325, -0.067, 1.674], [1.927, 1.939, -2.635], [0.161, 2.577, 2.840], [0.368, -4.855, -3.864], [-1.653, 2.533, 2.634], [0.540, -1.444, -1.948], [-2.008, 1.449, 2.111], [2.337, 0.964, -1.110], [-2.056, 0.658, 1.963], [2.419, -1.990, -2.413], [0.341, 0.274, 0.195], [-0.097, 0.647, 0.612], [-0.688, 0.552, 0.241], [-0.300, -0.315, 0.010], [-0.076, 0.401, -0.333], [0.622, 0.168, 0.060], [-0.409, -0.789, -0.369], [-0.474, -0.201, 0.519], [0.446, 0.343, 0.360], [0.013, 0.338, -0.810], [-1.709, 1.947, -0.690], [1.771, -3.080, 0.521], [-0.071, 3.281, -0.616], [-0.849, -2.605, 0.486], [1.538, 0.877, 0.259], [1.001, 2.289, 0.042], [-0.501, -1.409, -0.038], [-0.249, 0.116, 0.254], [0.661, -0.865, 0.498], [-0.453, 0.211, 0.143], [0.265, -0.296, -0.841], [-0.158, 0.135, 0.156], [0.217, 0.023, -0.311], [-0.978, -0.629, 0.368], [0.190, -0.696, 0.815], [-0.480, -0.104, 0.600], [-0.067, -0.406, -0.093], [-0.686, 1.916, -0.391], [1.249, -0.345, 0.294], [-1.457, 2.419, -1.011], [-0.159, -0.212, 1.665], [-0.076, 0.792, -0.132], [1.191, -2.705, 1.568], [1.763, -0.710, -0.571], [-0.639, 0.727, -1.345], [0.070, -0.491, -0.157], [-0.016, -0.962, 0.204], [-0.046, 0.060, 0.236], [0.253, -0.312, 0.008], [-0.567, 0.013, 0.175], [0.267, -0.560, -0.249], [-0.008, -0.135, -0.310], [0.003, -0.280, 0.163], [-0.423, 0.088, -0.135], [0.965, -0.715, -0.268], [-0.801, 0.219, -0.504], [0.038, 0.692, -0.115], [-1.213, -0.141, 1.107], [0.101, 0.336, 0.177]], "mulliken_charge": [1.86, -0.75, -0.47, 0.94, -0.96, -0.68, -0.01, 0.96, -1.61, -0.68, 0.42, -0.61, -0.77, 0.32, 0.30, 0.25, 0.34, 0.40, 0.44, 0.33, 0.37, 0.46, -0.13, 0.14, -0.65, -0.51, -0.63, -0.37, 0.62, -0.44, -0.41, 0.48, 0.28, -1.05, -0.49, -1.11, -0.05, -0.10, 0.17, 0.29, 0.36, 0.29, 0.20, 0.33, 0.45, 0.28, 0.35, -1.72, -0.23, 0.61, -0.82, 0.27, -1.19, 0.22, -0.75, 0.23, 0.50, 0.34, -0.22, 0.18, 0.39, 0.25, -0.82, 0.08, 0.36, -1.01, -0.94, 0.51, -0.66, -1.17, 0.57, -0.98, 0.80, 0.39, 0.26, 0.25, 0.44, 0.34, 0.41, 0.37, 0.28, 0.40, 0.31, 0.60, -0.12, 0.23, -0.12]}



No. 2
{"formula": "CHIS2", "method": "wB97M-V/def2-TZVPD", "largest_force_ev_per_a": 2.57, "total_energy_ev": -30821.7992, "charge": 0, "homo_ev": -9.0910, "e_lumo_ha": -0.03310, "relative_energy_kcal_mol": 51.1, "symbols": ["C", "S", "S", "I", "H"], "positions_angstrom": [[0.285, -2.618, 0.908], [0.815, 1.425, -0.235], [-0.432, -3.075, -0.339], [-1.565, 1.396, 0.185], [0.896, 2.872, -0.519]], "forces_ev_per_a": [[0.378, 0.256, 0.648], [-0.361, 2.468, -0.384], [-0.378, -0.221, -0.655], [0.543, 0.018, -0.100], [-0.182, -2.520, 0.491]], "mulliken_charge": [0.03, -0.29, -0.03, 0.08, 0.21]}



No. 3
{"formula": "C7H14N2O6V", "method": "wB97M-V/def2-TZVPD", "largest_force_ev_per_a": 3.60, "total_energy_ev": -48425.5487, "charge": 1, "homo_ev": -12.3217, "e_lumo_ha": -0.36037, "symbols": ["C", "C", "O", "N", "C", "N", "C", "C", "C", "O", "C", "O", "O", "H", "H", "H", "H", "H", "H", "H", "H", "H", "H", "H", "H", "H", "H", "O", "V", "O"], "positions_angstrom": [[2.931, 0.046, 1.225], [2.533, -1.119, 0.340], [3.364, -1.807, -0.176], [1.158, -1.369, 0.225], [0.769, -2.273, -0.859], [0.338, -0.269, 0.460], [-0.893, -0.526, 1.216], [-2.125, -1.021, 0.423], [-3.151, 0.099, 0.129], [-2.784, -1.979, 1.254], [0.312, 0.667, -0.530], [1.008, 0.675, -1.517], [-0.548, 1.705, -0.308], [2.388, -0.076, 2.164], [3.997, 0.050, 1.394], [2.562, 0.979, 0.804], [1.623, -2.647, -1.413], [0.263, -3.140, -0.435], [0.071, -1.825, -1.561], [-0.661, -1.249, 1.992], [-1.155, 0.391, 1.742], [-1.888, -1.548, -0.495], [-3.191, 0.332, -0.934], [-4.131, -0.275, 0.408], [-2.933, 0.994, 0.705], [-2.905, -1.586, 2.126], [0.055, 2.447, -0.410], [1.286, 4.606, -1.123], [0.824, 4.515, -2.692], [0.882, 5.205, -4.152]], "forces_ev_per_a": [[-1.079, -0.283, 0.216], [0.475, 0.953, 0.657], [0.055, -0.710, -0.447], [0.566, 0.032, -0.841], [-0.751, -0.861, 0.151], [-0.780, -0.217, -0.515], [0.051, 0.262, 0.163], [-0.997, 0.292, 0.933], [0.402, -0.236, -0.251], [0.330, -0.309, -0.082], [0.083, -0.328, -0.089], [0.649, 0.335, -0.356], [-0.091, 0.051, 0.565], [0.200, 0.113, 0.198], [0.107, 0.003, -0.138], [0.317, 0.172, -0.078], [0.284, 0.265, 0.165], [-0.019, -0.057, 0.029], [0.107, 0.378, 0.010], [0.265, -0.247, -0.205], [-0.014, 0.120, -0.058], [0.296, -0.102, 0.045], [0.068, 0.246, -0.028], [-0.096, -0.012, -0.023], [-0.078, 0.157, -0.062], [-0.149, -0.067, -0.019], [-0.193, 0.526, 0.088], [0.324, 1.904, -3.007], [-1.605, -3.219, -0.065], [1.272, 0.841, 3.043]], "mulliken_charge": [-1.03, 0.68, -0.57, -0.05, -1.09, 0.51, -1.39, 0.62, -1.31, -0.59, 0.53, -0.58, -0.38, 0.32, 0.36, 0.19, 0.34, 0.35, 0.36, 0.47, 0.52, 0.29, 0.28, 0.45, 0.26, 0.34, 0.22, -0.55, 1.95, -0.51]}